Entry 1
18
Properties=species:S:1:pos:R:3:nbo_charge:R:1 method="wB97M-V/def2-TZVPD" smiles=CCC[C@@H](C)C#N lumo_energy_ev=1.0 homo_energy_ev=-11.02 homo_lumo_gap_ha=0.44000
C 1.785 1.381 0.165 -0.621
C 0.335 1.360 0.667 -0.409
C -0.667 0.673 -0.281 -0.381
C -0.865 -0.797 0.146 -0.324
C -1.363 -1.722 -0.961 -0.589
C 0.442 -1.316 0.574 0.302
N 1.524 -1.682 0.758 -0.351
H 2.259 0.425 0.403 0.234
H 1.851 1.498 -0.921 0.199
H 2.367 2.179 0.636 0.212
H 0.333 0.773 1.598 0.202
H -0.015 2.352 0.958 0.211
H -1.646 1.170 -0.277 0.215
H -0.315 0.703 -1.321 0.206
H -1.559 -0.820 0.997 0.239
H -2.297 -1.350 -1.385 0.215
H -0.608 -1.777 -1.751 0.218
H -1.524 -2.730 -0.572 0.222

Entry 2
18
Properties=species:S:1:pos:R:3:nbo_charge:R:1 method="wB97M-V/def2-TZVPD" lumo_energy_ev=-0.9 homo_energy_ev=-7.23 homo_lumo_gap_ha=0.23391
C 2.830 0.781 0.391 -0.430
N 2.239 -0.228 -0.467 -0.598
C 1.012 -0.872 0.185 -0.302
C -3.344 -0.278 -0.949 -0.424
C -2.069 -0.245 -0.566 -0.233
C -1.336 -0.381 0.708 -0.319
C 0.034 0.125 0.614 -0.213
H 2.842 0.307 1.376 0.186
H 3.862 0.980 0.164 0.200
H 2.234 1.778 0.530 0.177
H 1.747 0.429 -1.089 0.334
H 0.552 -1.562 -0.577 0.210
H 1.359 -1.597 1.073 0.258
H -4.240 -0.370 -0.309 0.200
H -3.492 0.165 -1.917 0.200
H -1.411 0.353 -1.349 0.178
H -2.024 -0.279 1.479 0.215
H -0.794 0.894 0.703 0.360

Entry 3
18
Properties=species:S:1:pos:R:3:nbo_charge:R:1 method="wB97M-V/def2-TZVPD" lumo_energy_ev=1.1 homo_energy_ev=-9.11 homo_lumo_gap_ha=0.37380
C 0.690 0.101 0.019 0.132
C -0.246 1.348 -0.030 -0.407
C -1.642 0.598 -0.046 -0.405
C -1.120 -0.826 -0.033 -0.211
C 0.058 -0.804 -1.035 -0.414
C -0.045 -0.754 1.112 -0.431
H 2.543 -0.661 -0.174 0.354
H 2.459 0.732 0.785 0.359
H -0.128 1.934 -0.919 0.211
H 0.005 1.908 0.907 0.199
H -2.194 0.842 -0.974 0.205
H -2.296 0.901 0.801 0.209
H -1.886 -1.628 0.094 0.212
H 0.562 -1.785 -1.019 0.196
H -0.048 -0.471 -2.084 0.210
H 0.524 -1.665 1.232 0.198
H -0.359 -0.324 2.064 0.201
N 2.093 0.319 -0.089 -0.818

Entry 4
18
Properties=species:S:1:pos:R:3:nbo_charge:R:1 method="wB97M-V/def2-TZVPD" smiles=C[C@@H]1C[C@@H]2CN2C1 lumo_energy_ev=1.2 homo_energy_ev=-8.80 homo_lumo_gap_ha=0.36743
C 1.683 -1.464 0.044 -0.617
C 0.285 -0.811 0.306 -0.216
C -0.381 -0.650 -1.102 -0.405
C -1.173 0.588 -0.601 -0.065
C -1.254 2.107 -0.460 -0.209
N -0.178 1.249 0.065 -0.443
C 0.209 0.504 1.187 -0.206
H 2.497 -0.849 -0.509 0.204
H 1.663 -2.435 -0.456 0.214
H 2.218 -1.457 0.948 0.203
H -0.218 -1.370 1.056 0.203
H -0.929 -1.559 -1.328 0.211
H 0.225 -0.472 -2.005 0.225
H -2.150 0.400 -0.057 0.151
H -2.211 2.336 0.186 0.171
H -0.915 3.058 -0.977 0.214
H 1.199 0.632 1.764 0.205
H -0.569 0.194 1.940 0.161

Verdict on stability: entry 2 comes out at the bottom.

Entry 1
18
Properties=species:S:1:pos:R:3:nbo_charge:R:1 method="wB97M-V/def2-TZVPD" smiles="C=CC/C(C)=C/N" lumo_energy_ev=1.0 homo_energy_ev=-7.99 homo_lumo_gap_ha=0.32979
C 0.344 1.580 1.770 -0.419
C 1.383 1.468 0.925 -0.159
C 1.296 0.515 -0.259 -0.474
C 0.093 -0.391 -0.462 -0.079
C 0.388 -1.874 -0.585 -0.648
C -1.146 0.052 -0.606 -0.005
N -2.334 -0.688 -0.811 -0.834
H 0.255 2.470 2.389 0.193
H -0.471 0.881 1.814 0.199
H 2.190 2.188 0.928 0.201
H 1.367 1.044 -1.223 0.224
H 2.326 0.122 -0.193 0.223
H 1.297 -2.180 -1.119 0.216
H 0.420 -2.500 0.327 0.212
H -0.433 -2.336 -1.151 0.215
H -1.334 1.126 -0.640 0.183
H -2.551 -1.426 -0.158 0.380
H -3.091 -0.051 -0.946 0.373

Entry 2
18
Properties=species:S:1:pos:R:3:nbo_charge:R:1 method="wB97M-V/def2-TZVPD" lumo_energy_ev=1.0 homo_energy_ev=-7.55 homo_lumo_gap_ha=0.31326
C -1.729 -0.120 -2.877 -0.414
C -1.051 -0.531 -1.797 -0.194
C -0.568 0.498 -0.837 -0.339
C 0.366 0.293 0.140 0.228
C 1.048 -1.087 0.236 -0.686
N 0.643 1.173 1.222 -0.607
C 0.861 0.633 2.505 -0.411
H -1.998 -0.792 -3.729 0.205
H -1.872 0.933 -2.999 0.189
H -0.674 -1.509 -1.463 0.199
H -0.980 1.440 -1.226 0.201
H 1.899 -0.827 0.879 0.228
H 0.222 -1.739 0.615 0.231
H 1.304 -1.536 -0.729 0.230
H -0.228 1.655 1.415 0.371
H 0.034 -0.111 2.789 0.167
H 0.890 1.465 3.215 0.210
H 1.834 0.162 2.642 0.193

Verdict on stability: entry 2 comes out at the bottom.